No. 1
The following is a DFT calculation (the ωB97M-V functional and the def2-TZVPD basis) of a molecular structure, CH4INS.

ORCA input file:
```
! wB97M-V def2-TZVPD RIJCOSX def2/J DEFGRID3
* xyz 0 1
C 0.01899 -0.14272 -0.60755
N 0.62674 -1.56316 1.27928
S 1.42145 -1.10424 -0.03543
I 1.39982 -2.81688 2.72738
H -0.74080 -0.81456 -0.69729
H 0.33484 0.37927 -1.60127
H -0.44450 0.46153 0.26680
H 0.10170 0.12254 2.17020
*
```

Calculated values
LUMO energy (spin up / spin down): -0.7 / -0.8 eV
HOMO-LUMO gap (spin up / spin down): 7.6 / 7.9 eV

No. 2
The following is a DFT calculation (the ωB97M-V functional and the def2-TZVPD basis) of a molecular structure, C22H34N4O4.

ORCA input file:
```
! wB97M-V def2-TZVPD RIJCOSX def2/J DEFGRID3
* xyz 0 1
O -1.67299 -1.51936 -0.94921
C -1.00466 -0.51433 -0.72406
O -0.14426 -0.08140 -1.51348
C 0.56884 1.09331 -1.13153
C 0.35570 1.10720 0.37860
C -0.98554 0.39506 0.52545
H 0.15405 1.94409 -1.67211
H 1.59205 0.92902 -1.46940
H 0.32750 2.11442 0.79434
H 1.24281 0.56311 0.70281
H -1.86560 1.02143 0.37960
H -1.22622 -0.33619 1.29710
C -3.19255 1.75739 1.49334
O -3.43116 3.04713 2.01760
H -2.60024 1.16555 2.19118
H -4.12776 1.32491 1.13775
H -2.67330 1.79827 0.53585
H -4.15023 2.84957 2.62218
C -3.36060 -1.87388 0.35738
O -4.62533 -2.04892 1.05140
H -2.68653 -1.30756 1.00005
H -2.89838 -2.85811 0.28165
H -3.52915 -1.33909 -0.57733
H -5.07010 -2.60297 0.40579
N 3.85722 -1.93789 1.22215
C 4.33903 -1.63664 2.44890
C 3.60916 -0.60835 3.02424
C 2.60095 -0.20302 2.07237
C 2.78647 -1.03319 0.92385
H 4.27203 -2.60918 0.59176
H 5.23216 -2.08876 2.85422
H 3.89971 -0.35852 4.03398
H 1.82624 0.53275 2.23008
H 2.43024 -0.92841 -0.09031
N -1.58791 -2.21799 -2.88492
C -0.61163 -2.29698 -3.83320
C -1.24092 -2.26306 -5.09213
C -2.60634 -2.45126 -4.91906
C -2.76613 -2.42236 -3.52212
H -1.38455 -2.18138 -1.89628
H 0.42677 -2.15118 -3.57458
H -0.55611 -2.18613 -5.92369
H -3.47884 -2.41812 -5.55471
H -3.71063 -2.45899 -2.99964
N -1.52244 0.37719 3.20876
C -0.12148 0.42438 3.19833
C 0.30797 -0.70994 2.54403
C -0.72068 -1.68480 2.48519
C -1.89841 -0.95413 2.99357
H -2.14173 1.14758 3.41634
H 0.25803 1.40363 3.45019
H 1.26481 -0.86958 2.06929
H -0.62222 -2.66755 2.04827
H -2.90308 -1.33676 3.09669
N 3.99463 3.83596 -2.48935
C 3.63092 4.30185 -1.24730
C 3.03688 3.25435 -0.55569
C 3.19051 2.14997 -1.43324
C 3.84287 2.49739 -2.54469
H 4.54879 4.35777 -3.15321
H 3.84590 5.33036 -0.99764
H 2.51852 3.28913 0.39114
H 2.92646 1.11280 -1.28850
H 4.23047 2.03041 -3.43805
*
```

Calculated values
LUMO energy: 0.4 eV
HOMO-LUMO gap: 7.3 eV

No. 3
The following is a DFT calculation (the ωB97M-V functional and the def2-TZVPD basis) of C5H4N2 in the gas phase.

ORCA input file:
```
! wB97M-V def2-TZVPD RIJCOSX def2/J DEFGRID3
* xyz 0 1
C -1.36061 0.99150 -1.89788
C -0.39223 1.11761 -1.18266
C 0.28334 0.78798 0.03542
C -0.76319 -0.02022 0.63656
N -0.31052 -1.13702 1.12825
N 1.02224 -1.03471 0.97522
C 1.45145 0.08448 0.35598
H -2.19473 0.53225 -2.38508
H -1.83610 0.16848 0.60555
H 1.57397 -1.76400 1.38063
H 2.52638 0.27365 0.34800
*
```

Calculated values
LUMO energy: 0.9 eV
HOMO-LUMO gap: 9.3 eV
SMILES string: C#Cc1cn[nH]c1

No. 4
The following is a DFT calculation (the ωB97M-V functional and the def2-TZVPD basis) of 9 unconnected molecules or ions with the total composition C46H118Br4N9O15P3.

ORCA input file:
```
! wB97M-V def2-TZVPD RIJCOSX def2/J DEFGRID3
* xyz 0 1
C -1.05052 -1.61970 5.35935
N -1.39687 -0.27975 5.78006
C -0.41336 0.72180 5.35792
P -2.71545 0.20699 6.49480
O -2.54194 1.27531 7.48788
N -3.76337 0.59183 5.33728
C -4.84156 1.56064 5.61286
C -3.93482 -0.38886 4.25337
N -3.42429 -1.10752 7.22403
C -4.79830 -1.06265 7.56266
C -2.64935 -1.46155 8.42179
H -0.86167 -1.61392 4.32325
H -1.93967 -2.29804 5.53299
H -0.15337 -2.01968 5.87211
H -0.37415 0.97950 4.28714
H 0.56934 0.41176 5.59694
H -0.52760 1.57482 5.96876
H -4.73317 2.39495 4.90793
H -5.88569 1.14544 5.66620
H -4.55240 1.97263 6.58324
H -4.78119 -0.13865 3.64882
H -3.00136 -0.53128 3.68551
H -4.16556 -1.37142 4.62815
H -5.14810 -1.91199 8.13530
H -5.06168 -0.20203 8.15636
H -5.42008 -1.14011 6.68289
H -3.03372 -2.33744 8.95907
H -2.76084 -0.60133 9.12551
H -1.52851 -1.60955 8.21719
C 2.52679 7.32156 2.70117
N 2.87596 6.23030 3.57911
C 4.10618 6.41217 4.45893
P 2.85980 4.72726 2.93940
O 4.09593 4.34651 2.20869
N 2.71315 3.75016 4.23077
C 2.02225 4.12065 5.41423
C 2.90649 2.32590 4.12497
N 1.46929 4.74858 2.03948
C 0.20197 4.47088 2.71801
C 1.51494 4.53758 0.58321
H 3.30211 7.70362 2.07526
H 2.33581 8.27340 3.25371
H 1.61622 7.01831 2.24111
H 4.13672 7.48873 4.70230
H 4.95506 6.18241 3.80578
H 3.95348 5.77888 5.37367
H 1.65833 5.12872 5.42684
H 1.05833 3.59044 5.63680
H 2.58529 3.83020 6.30900
H 3.82319 2.12192 4.62630
H 2.13073 1.81272 4.70965
H 2.93373 2.02726 3.07215
H 0.30740 4.76057 3.75578
H -0.67230 5.04497 2.27250
H -0.09932 3.44753 2.66145
H 0.71422 5.09751 0.05328
H 1.32245 3.45544 0.37188
H 2.48004 4.70019 0.16180
C -0.19213 -2.94592 -3.31306
N -1.57081 -3.23096 -2.93878
C -1.86631 -4.56077 -2.46804
P -2.68058 -1.98415 -2.99470
O -2.10118 -0.72879 -2.57429
N -3.09863 -1.88193 -4.54537
C -3.44709 -3.08614 -5.28300
C -3.56025 -0.60603 -5.18202
N -3.93557 -2.44945 -2.02675
C -3.59692 -2.38544 -0.58861
C -5.36604 -2.31448 -2.34528
H 0.52573 -3.40731 -2.60226
H 0.05300 -1.90073 -3.24195
H 0.04006 -3.30356 -4.31096
H -1.55170 -5.29989 -3.24048
H -2.94628 -4.71168 -2.32900
H -1.44660 -4.81499 -1.50728
H -3.90114 -2.81313 -6.27419
H -2.76921 -3.89566 -5.38355
H -4.27336 -3.53799 -4.77479
H -3.29363 0.27392 -4.53933
H -3.07899 -0.57300 -6.16842
H -4.62654 -0.64059 -5.34301
H -4.07552 -3.17109 -0.13137
H -2.49475 -2.41699 -0.32493
H -3.88347 -1.42139 -0.20719
H -5.51133 -2.53050 -3.40333
H -5.76018 -1.31844 -2.15223
H -5.93907 -2.99886 -1.77475
C -2.28483 -7.20539 0.19979
O -1.59806 -6.34620 1.16642
C -2.38965 -5.22014 1.54252
C -1.56816 -4.34330 2.54905
O -0.76160 -3.40819 1.76878
C 0.52305 -4.05162 1.30298
C 1.63458 -3.76298 2.32592
O 2.16612 -2.45465 2.19587
C 3.00600 -2.08881 3.17368
H -3.03099 -7.84096 0.60157
H -1.47522 -7.83918 -0.07619
H -2.69596 -6.59490 -0.64686
H -3.26632 -5.56182 2.01350
H -2.62413 -4.65722 0.65319
H -0.93742 -5.08967 3.17410
H -2.20485 -3.73770 3.14883
H 0.78430 -3.64363 0.35105
H 0.37048 -5.09141 1.20259
H 2.45238 -4.47449 2.11672
H 1.25846 -4.00992 3.38459
H 2.54709 -2.26799 4.16454
H 3.20589 -0.99493 3.07999
H 3.92533 -2.67165 3.11493
C 2.28333 0.55002 -4.48573
O 1.47189 1.12164 -5.47222
C 0.71555 0.13874 -6.09611
C -0.21082 0.85783 -7.05596
O -0.96427 1.74001 -6.34404
C -1.17032 3.09217 -6.84621
C -1.90400 3.18068 -8.17716
O -3.02629 2.40597 -8.03197
C -3.72683 1.85837 -9.12887
H 2.78518 1.32901 -4.00033
H 2.92948 -0.18596 -4.98612
H 1.60925 0.03929 -3.68500
H 0.14758 -0.39459 -5.34363
H 1.46011 -0.60262 -6.56894
H -0.76675 0.21785 -7.73083
H 0.54964 1.38612 -7.62189
H -0.20410 3.61028 -6.91821
H -1.73412 3.55335 -6.09237
H -1.24300 2.77070 -8.98792
H -2.04858 4.26712 -8.40816
H -3.21418 1.01113 -9.61591
H -3.93645 2.60107 -9.86825
H -4.66511 1.48574 -8.71301
C 5.34087 -1.25660 -0.27338
O 5.05337 -2.63582 -0.71053
C 3.92767 -2.63639 -1.64694
C 3.58763 -4.01883 -2.03302
O 3.04860 -4.70140 -0.96768
C 3.95246 -5.26078 0.03178
C 3.55267 -6.65377 0.45461
O 2.57180 -6.52589 1.39864
C 2.39513 -7.66446 2.22229
H 5.91449 -1.43013 0.62060
H 4.41701 -0.70002 -0.17596
H 6.00720 -0.77582 -1.05155
H 4.25997 -2.03790 -2.54372
H 2.96523 -2.33042 -1.18553
H 4.46468 -4.52289 -2.49606
H 2.92832 -4.04891 -2.84745
H 3.81307 -4.67229 0.91585
H 4.94825 -5.01971 -0.27652
H 4.40160 -7.23726 0.85381
H 3.23865 -7.23377 -0.45359
H 1.40758 -7.53215 2.70154
H 3.21184 -7.78956 2.89267
H 2.36838 -8.60478 1.60260
C -3.23117 3.61198 -0.98175
O -3.24935 3.71339 -2.38821
C -2.63467 2.61315 -3.06195
C -1.11619 2.49415 -2.89981
O -0.53578 3.72766 -3.26417
C 0.88574 3.78808 -3.09307
C 1.36451 5.21452 -3.02963
O 1.45789 5.76103 -4.32150
C 2.04963 7.04112 -4.28418
H -3.56156 4.58871 -0.58301
H -2.17760 3.45352 -0.66009
H -3.87284 2.77896 -0.68048
H -2.73287 2.85647 -4.11095
H -3.10559 1.66336 -2.80010
H -0.78159 1.66800 -3.46070
H -0.79634 2.20504 -1.89729
H 1.41813 3.33827 -3.91257
H 1.01994 3.29244 -2.14793
H 2.36122 5.24156 -2.53087
H 0.61227 5.73010 -2.42881
H 1.60861 7.57856 -3.47813
H 1.89984 7.56087 -5.20234
H 3.11248 6.88722 -4.09575
Br 1.63950 0.59284 -0.44306
C 0.19627 -0.78170 -0.29261
C -0.59313 -0.62752 0.95306
Br -1.60293 0.99075 1.02524
H 0.61594 -1.76623 -0.35291
H -0.38771 -0.68356 -1.22021
H 0.02084 -0.73788 1.84110
H -1.33074 -1.39600 0.92601
Br 8.05030 2.77329 -0.25084
C 6.34221 3.29113 0.64545
C 5.26028 2.55370 -0.08466
Br 4.80670 3.10018 -1.88783
H 6.13137 4.34071 0.57665
H 6.33177 3.07540 1.71103
H 4.35172 2.59110 0.50357
H 5.62628 1.54936 -0.10555
*
```

Calculated values
LUMO energy: 0.4 eV
HOMO-LUMO gap: 9.0 eV
SMILES string: CN(C)P(=O)(N(C)C)N(C)C.CN(C)P(=O)(N(C)C)N(C)C.CN(C)P(=O)(N(C)C)N(C)C.COCCOCCOC.COCCOCCOC.COCCOCCOC.COCCOCCOC.BrCCBr.BrCCBr

| no. | strongest force on any atom (eV/A) |
| --- | --- |
| 1 | 3.13 |
| 2 | 7.42 |
| 3 | 1.45 |
| 4 | 3.45 |